# 1
{"formula": "C30H52N4O12", "method": "wB97M-V/def2-TZVPD", "elements": ["C", "H", "C", "H", "O", "N", "C", "H", "C", "H", "H", "O", "H", "O", "H", "N", "H", "H", "H", "C", "C", "C", "H", "H", "H", "H", "C", "O", "H", "O", "H", "C", "H", "H", "C", "H", "C", "H", "C", "H", "H", "O", "H", "C", "C", "O", "H", "H", "H", "H", "O", "H", "H", "C", "H", "H", "H", "C", "C", "C", "H", "H", "O", "O", "N", "C", "H", "H", "C", "H", "C", "O", "H", "H", "H", "C", "H", "C", "H", "H", "C", "H", "O", "H", "H", "H", "H", "C", "C", "C", "C", "H", "N", "H", "C", "H", "H", "C"], "coordinates": [[-6.149928, 1.719057, -1.783477], [1.620110, -2.644998, 3.876080], [-2.759229, 2.209887, -1.085895], [-3.854178, -4.746638, 0.210605], [-7.168085, 1.078294, -1.771676], [-3.277059, 1.264356, -5.718739], [2.405087, -3.135630, 3.306994], [1.090959, -0.439590, 4.088252], [-0.928479, -3.517036, 0.544821], [2.787497, 2.591846, 0.143576], [2.784090, 0.014715, 4.063604], [3.592380, -2.482488, 3.388727], [-1.941357, 2.852742, -1.369657], [-3.646999, -4.161790, -1.657071], [-2.195279, -2.281170, 3.500729], [3.838318, 3.099979, -2.542940], [-0.709752, -2.851536, 3.407499], [1.508487, 1.249828, 1.974604], [-2.514320, 4.085837, -5.028060], [4.559694, 1.582181, 0.553873], [-0.533980, -1.186817, -2.354305], [5.261553, 1.913817, 1.806485], [0.089486, -3.227741, 0.529463], [5.173840, 1.070019, -0.182634], [3.788482, 0.815226, 0.731602], [0.314246, 1.264102, -4.883810], [-4.547497, 3.064339, -2.688697], [-0.837044, -0.873241, 2.572255], [1.222703, 2.395629, -3.774498], [5.432431, -2.020874, 4.351862], [-1.184210, 2.298412, -3.403545], [-4.357688, -3.276756, -2.379276], [0.675031, 1.308282, 5.757652], [-4.233938, 3.450802, -0.570535], [4.217115, -2.402167, 4.539309], [-1.011663, -4.495678, 1.084321], [-3.875860, -1.153449, -3.540859], [0.951403, -0.501894, -3.725155], [-1.812396, 3.288674, -5.174999], [2.558580, 1.745117, 5.558335], [2.496952, 0.390205, -2.070047], [-0.788875, 0.708401, 0.887559], [-1.396471, 3.689005, -6.159114], [1.472245, 1.461368, 3.061209], [-1.077365, -0.429739, 1.281019], [-1.885443, -1.342238, 0.677768], [-0.699371, 3.918282, -3.579684], [-2.736501, -3.096035, 1.535106], [4.586588, 2.318034, 2.552735], [-5.375837, -4.864883, -0.670466], [-3.523911, -2.286221, -2.773546], [7.147436, -1.230030, 5.012518], [0.876544, 0.730289, -1.621958], [-0.759888, 2.925851, -4.117605], [-4.431894, 4.090524, -2.953429], [5.655348, -0.914137, 6.048415], [-3.062789, -0.754827, -4.125770], [1.862005, -0.790269, -0.539001], [-4.290780, -5.009968, -0.742128], [-1.845400, -2.563554, 1.392744], [-4.652468, -1.397790, -4.268622], [-1.015810, -0.240625, -2.049893], [-5.822925, 2.506384, -2.838229], [-5.792219, -3.284635, -2.598906], [1.976276, -1.246315, 0.479747], [-2.656640, 2.179250, -5.551241], [-2.570487, 2.041306, -0.082880], [6.124437, 2.643895, 1.529675], [-1.383145, -2.166879, 2.823032], [-4.252887, -0.390967, -2.897336], [3.807355, 3.005663, -1.379277], [-5.206348, 1.680177, -0.892083], [1.357307, -2.007085, -2.727599], [-3.982214, 2.361767, -3.323022], [6.589789, -2.462301, 6.031651], [-4.212034, 2.642534, -1.249274], [2.609131, -4.085318, 3.696173], [6.264778, -1.623627, 5.426223], [0.446186, 1.683135, 3.140942], [2.207706, -3.314286, 2.311813], [1.612213, -0.104941, -1.761073], [0.866064, 3.055084, -5.368298], [3.693167, -2.726659, 5.829174], [5.670159, 1.066722, 2.360097], [-3.983601, -6.048921, -0.938365], [-0.643528, -1.851687, -1.552153], [-1.050192, -1.559979, -3.276818], [3.845715, 2.821805, 0.043857], [2.095858, 2.768772, 3.173856], [1.814445, 0.408029, 4.165786], [1.732693, 1.048812, 5.569449], [-2.653849, 1.286727, -1.540122], [2.525198, 3.807880, 3.289497], [-1.327635, -3.793310, -0.417036], [0.479385, 2.319581, -4.587759], [1.937757, 0.261434, 6.296711], [4.071956, 3.795146, 0.453837], [0.923262, -0.992486, -2.772676]], "forces_ev_per_angstrom": [[-2.69, -1.09, -2.11], [-0.13, 0.03, -0.18], [-1.22, 0.05, -0.15], [0.02, 0.00, 0.49], [0.89, 0.64, 0.39], [-2.44, -3.46, -0.78], [-1.26, -0.73, 1.76], [0.56, 0.77, -0.17], [-1.64, -1.47, 2.46], [-0.46, 0.56, 1.06], [1.32, -0.52, -0.49], [2.61, 1.90, 0.32], [-0.36, 0.76, -0.64], [-0.57, 1.71, -1.84], [-1.33, 1.49, 0.44], [-0.36, -0.15, 2.09], [0.49, 0.66, -1.45], [0.49, -0.90, 0.62], [-0.21, 0.64, 1.26], [-0.84, -1.27, -0.41], [-0.42, 1.06, -2.40], [2.28, 0.87, 0.82], [0.99, 0.47, -0.18], [0.46, 0.50, -0.19], [0.10, 0.26, 0.19], [0.39, 0.79, -0.32], [0.81, -3.36, 0.57], [0.42, 0.69, -0.13], [-0.15, -0.44, -0.34], [0.62, 0.18, -1.07], [-1.17, -1.14, 1.22], [-7.01, 1.50, -1.03], [0.81, 0.95, 0.04], [-1.07, 1.17, 0.81], [-3.15, -2.18, 7.33], [0.47, 0.54, -0.18], [-1.66, -0.28, -1.10], [0.33, -0.19, -0.64], [0.37, 0.08, -2.71], [-0.50, 0.94, 0.76], [1.12, 0.19, -0.65], [-0.54, -3.89, 0.80], [0.25, -0.73, 1.15], [0.42, -0.30, -0.49], [-1.02, 1.98, 1.00], [0.19, 1.40, -0.03], [0.94, -0.99, -0.35], [-1.96, 0.12, -0.54], [-0.04, 0.75, -0.18], [0.34, -0.11, -0.48], [-0.01, -2.36, 0.90], [0.77, 0.94, -0.72], [0.68, -0.50, 0.57], [-2.01, 3.26, 0.54], [-0.27, 0.68, -0.06], [1.01, -0.54, -0.40], [0.70, -0.37, 0.26], [-0.68, 1.62, -1.87], [-0.37, -0.79, 0.79], [3.04, -1.56, -0.54], [-0.10, -0.08, 0.22], [0.19, -0.25, -0.23], [-1.82, 0.81, -0.10], [9.32, -0.18, 1.43], [0.51, -1.83, 3.29], [2.27, 2.45, 0.71], [0.25, -0.44, 2.19], [-1.42, -1.06, 0.98], [1.10, -1.14, -1.15], [-0.30, 0.54, 0.59], [1.21, 0.02, -3.50], [2.07, 0.25, 1.06], [0.23, 0.54, -0.77], [0.67, 1.00, -0.20], [-0.42, -0.31, 0.15], [2.06, 1.60, -0.42], [-0.39, -1.71, 1.06], [-1.67, 0.08, 1.79], [-1.59, 0.21, 0.37], [-0.75, 0.36, -2.24], [-1.37, 1.26, -0.55], [-0.05, -1.68, 0.38], [2.77, 1.99, -7.84], [0.35, -0.26, -0.53], [-0.45, 0.38, -0.20], [-0.20, -1.06, 0.97], [0.07, 0.06, 1.13], [-1.49, -0.28, -1.00], [-0.64, -2.05, 0.37], [-1.64, 0.34, -0.17], [-0.53, -1.75, -0.95], [0.56, -2.01, -1.21], [1.07, 2.31, 0.12], [-0.23, 0.66, -0.52], [1.95, 1.22, -0.88], [0.25, 0.05, 0.04], [0.19, -0.04, 0.72], [-0.38, -0.87, 1.09]], "e_above_lowest_kcal_mol": 52.7, "smiles": "C[C@H]1COC(=O)O1.C[C@H]1COC(=O)O1.COC(=O)OC.COC(=O)OC.CCCC#N.CCCC#N.CCCC#N.CCCC#N", "total_energy_ha": -2295.9733, "largest_force_ev_per_a": 9.44, "lumo_ha": 0.0087, "homo_lumo_gap_ev": 10.4}

=====

# 2
{"formula": "C30H53BBrClNO23P2S", "method": "wB97M-V/def2-TZVPD", "elements": ["Cl", "H", "H", "O", "H", "C", "O", "H", "H", "C", "O", "C", "H", "O", "H", "P", "H", "H", "O", "C", "O", "C", "C", "H", "O", "H", "H", "H", "C", "H", "O", "H", "H", "C", "O", "O", "O", "H", "H", "H", "C", "C", "H", "Br", "C", "C", "O", "C", "H", "H", "C", "H", "H", "H", "H", "O", "C", "S", "O", "H", "H", "C", "H", "C", "H", "C", "C", "C", "H", "H", "H", "C", "O", "H", "B", "H", "O", "C", "H", "O", "P", "H", "H", "H", "C", "C", "H", "C", "H", "H", "H", "C", "H", "H", "H", "H", "H", "H", "H", "O", "C", "O", "H", "O", "H", "C", "N", "C", "O", "O", "H", "O", "C"], "coordinates": [[1.235383, -6.830803, 1.582264], [-4.062325, 2.574137, 5.422300], [4.426491, -9.478202, -1.213516], [4.746286, -5.234687, -1.036327], [-8.593151, 8.395557, 3.315988], [-0.119601, 6.288328, -2.460363], [1.537933, 7.799114, -2.057356], [3.449833, -3.596183, 2.926250], [-4.872522, -4.064164, 0.702120], [4.363250, -8.086337, -2.866219], [5.514474, -1.626303, -5.625538], [6.602311, -2.455872, -3.803251], [-3.997231, -5.523080, 2.598851], [2.422084, 7.791057, -4.165876], [3.118493, -9.619318, -3.773215], [0.444382, -4.919142, -1.199617], [1.740952, -0.942378, 2.773747], [-2.010048, 6.853033, -3.369414], [4.147110, 2.693097, -1.526436], [-5.411543, 1.409423, 3.443299], [3.561071, 0.553656, -0.955999], [4.542454, -6.362109, -1.455309], [-4.958046, 3.162876, 5.197715], [3.289159, 2.613037, -4.176156], [-1.138240, -4.396240, -1.811582], [-6.166028, 1.131613, 2.699355], [-5.769592, -3.439152, 2.237225], [3.897093, -8.521239, -4.921894], [3.510706, -2.738971, 2.123113], [4.982177, 2.248885, -4.595743], [0.883866, -3.472721, 3.388899], [-5.245688, 7.951420, 1.729133], [-1.852086, 5.139178, -3.017312], [3.976531, -8.518865, -1.483765], [-3.003445, -1.851524, 0.318080], [-3.355930, -1.049716, 2.792174], [-5.956336, 4.190129, 1.908232], [7.589441, -1.982293, -3.867750], [5.391585, -8.385842, -3.102203], [0.338351, 7.109999, -0.514122], [1.564013, 7.441285, -3.372434], [4.757024, 3.237315, -2.686548], [5.738869, -0.477330, -3.915289], [1.896094, -3.343937, -1.941192], [4.349439, 4.685048, -2.881562], [-6.769871, 7.266638, 3.133136], [-7.191876, 2.306447, 7.617443], [-3.759301, -4.367269, 2.779686], [-1.000650, -3.470335, -2.203800], [4.395353, -3.009814, 1.404957], [-6.567943, 2.486999, 6.584832], [-6.833832, 7.108326, 4.216514], [-4.023799, -4.175842, 3.925676], [-7.195904, 9.379481, 2.856579], [6.048637, -2.297836, -1.707884], [0.499439, 6.641873, -3.687483], [-5.996590, 2.405963, 4.425496], [-4.132369, -1.757095, 1.417069], [5.938341, -3.392743, -7.013944], [7.337352, -3.461807, -2.048243], [4.456867, 4.997783, -3.924592], [-5.347261, 7.444270, 2.694457], [-2.150887, 6.269101, -1.688609], [5.989999, -2.871197, -5.912355], [-6.683209, 3.088522, 3.910199], [1.763707, -1.166321, 1.610202], [4.266482, 2.327672, -3.772701], [-1.574118, -5.208780, 1.389573], [-5.109733, 0.482275, 3.943873], [-2.674114, -0.385562, 2.438327], [-0.405860, 8.285285, -1.627595], [5.517572, -1.505805, -4.213771], [4.495480, -7.478252, -0.674176], [0.318470, 5.343230, -2.117220], [1.171545, -3.593130, 1.915420], [2.458923, -0.370457, 1.102187], [-7.145618, 6.059816, 2.487825], [3.917674, 1.370238, -1.789188], [3.775830, -1.718610, 2.682916], [4.326778, -6.670872, -2.770522], [0.275118, -4.988689, 0.967737], [-4.751622, 7.977030, 3.440920], [-7.989209, 8.309355, 1.668550], [-1.633664, -4.572729, 3.577041], [-5.993941, 5.349807, 2.284943], [-4.691517, -3.519470, 1.730911], [-4.551866, 1.825711, 2.909523], [6.394218, -3.050007, -2.423473], [-4.660283, 4.084395, 4.689812], [2.513983, -7.955065, -3.998487], [0.656496, -1.007930, 1.214701], [-7.677580, 8.407302, 2.714763], [-2.265538, -5.156370, 0.418061], [4.981932, 5.336680, -2.269021], [2.893951, -8.576515, -1.328633], [5.844665, 3.161868, -2.567353], [5.678324, -3.879580, -2.447390], [-1.740581, -6.313982, 1.809481], [0.743682, -4.420366, 3.682158], [6.529097, -3.461363, -4.802079], [3.413239, -8.578993, -3.940860], [-4.894372, 6.108996, 2.554627], [4.526979, -1.781210, -3.836615], [-6.720896, 1.740579, 5.448568], [3.316528, 4.858315, -2.558542], [-2.140848, -4.200299, 2.562410], [2.180385, -2.605699, 1.360156], [-1.618618, 6.139061, -2.635729], [-5.241489, -0.816604, 0.857711], [-5.624353, 3.455709, 6.413404], [-1.774115, -3.092144, 2.419345], [4.135485, 1.085225, -3.104283], [0.265849, 7.423007, -1.559395]], "forces_ev_per_angstrom": [[-0.96, 2.23, -0.89], [-0.07, -0.09, -0.10], [-0.03, 0.24, 0.10], [-0.64, -2.38, -0.63], [0.16, 0.06, -0.12], [-1.20, -0.37, 0.24], [0.27, -0.14, -0.80], [0.21, 1.70, -1.44], [0.84, 1.67, 1.83], [-0.43, -0.98, -0.95], [0.20, -0.67, -0.44], [0.13, -0.03, 1.35], [0.33, 2.53, 0.32], [-1.92, -0.89, 1.85], [0.09, 0.13, 0.05], [-1.33, -0.04, -3.79], [0.01, -0.44, -2.28], [0.20, 0.04, 0.26], [-0.35, -1.59, 0.12], [-0.48, -0.34, -0.26], [0.69, 1.49, -1.67], [0.40, 1.82, 0.41], [0.51, 0.54, -0.31], [0.08, 0.11, 0.10], [3.23, 1.14, 0.88], [0.24, 0.06, 0.05], [2.34, 0.06, -1.17], [-0.14, -0.05, 0.16], [1.26, -0.58, 0.64], [-0.15, -0.16, 0.13], [0.57, -2.68, -3.70], [-0.17, -0.01, 0.06], [-0.03, 0.18, 0.09], [0.00, -0.88, 0.23], [-3.16, -0.44, 4.38], [-0.62, -0.91, -1.95], [0.03, 2.42, 0.82], [-0.13, 0.04, -0.11], [-0.10, 0.05, 0.14], [0.14, 0.14, -0.16], [1.81, 0.77, -1.84], [0.17, 1.32, -0.56], [-0.13, -0.23, -0.20], [-1.06, -0.67, 0.90], [0.23, 0.38, 0.41], [-0.60, 1.24, 0.18], [1.44, 0.44, -2.35], [0.56, -0.84, -0.15], [-0.49, -1.59, 0.85], [-1.83, 0.56, 1.20], [-1.52, -0.60, 2.13], [0.11, -0.03, -0.11], [0.53, -0.03, -2.74], [0.01, -0.17, 0.02], [0.01, -0.01, -0.13], [1.01, 0.59, 0.07], [0.41, -0.30, -1.22], [1.52, 4.53, -6.76], [0.09, 1.20, 2.52], [-0.17, 0.06, 0.01], [-0.01, -0.09, 0.13], [0.52, 0.73, 0.26], [0.14, -0.01, -0.07], [0.02, -1.32, -2.36], [0.16, -0.09, 0.13], [-1.67, 1.21, 0.30], [0.21, 0.21, -0.94], [-2.10, -0.92, 0.48], [0.04, 0.33, 0.12], [-1.39, -1.33, 0.15], [-0.07, -0.15, -0.09], [-0.02, 0.72, 0.32], [0.09, 1.05, -0.17], [0.04, 0.12, 0.04], [2.24, 3.64, 4.44], [-1.23, -1.90, 0.73], [1.05, -1.06, -0.27], [-0.56, -1.01, 1.57], [-0.67, -2.37, -1.23], [0.25, 0.76, 1.37], [-1.49, -1.53, 1.19], [0.01, -0.22, -0.14], [0.30, -0.01, 0.14], [-1.15, 0.87, -2.17], [-0.30, -1.99, -0.78], [-1.70, -1.13, 2.12], [-0.18, 0.07, 0.07], [0.38, -0.41, -0.01], [-0.05, -0.07, 0.20], [0.13, -0.14, 0.24], [2.25, -0.20, 0.65], [-0.61, -0.05, 0.15], [1.92, 0.19, 1.83], [-0.14, -0.05, -0.16], [0.01, 0.02, -0.18], [-0.11, -0.09, -0.04], [0.07, 0.45, -0.10], [0.73, 2.30, -1.00], [-0.19, 1.58, 0.10], [-0.40, 0.33, -1.12], [0.14, 0.18, -0.59], [-0.46, -0.87, -0.21], [0.10, -0.06, 0.11], [-0.02, 0.49, 1.23], [0.11, -0.21, -0.21], [0.83, -0.29, 1.10], [-0.51, -0.13, 1.60], [-0.19, -0.45, -0.39], [3.42, -3.99, 3.32], [-0.58, -0.41, 0.36], [-1.01, -2.25, 0.12], [-0.29, -0.22, 1.14], [-0.16, 0.11, 0.83]], "total_energy_ha": -7099.8853, "largest_force_ev_per_a": 8.28, "charge": 1, "lumo_ha": -0.1962, "homo_lumo_gap_ev": 6.6}